An isolated molecule of C2H3NO3 at a distorted geometry. Source: OMol25; level of theory: ωB97M-V with the def2-TZVPD basis set.

Atoms and positions in Å:
O 2.31923 -0.51014 -0.16547
C 1.26465 0.17849 -0.17249
O 0.96668 1.43142 0.16784
C 0.15207 -0.91082 0.01555
N -1.14284 -0.82838 0.19185
O -1.58911 0.50925 -0.29392
H 0.01409 1.56861 0.19030
H 0.61231 -1.76823 0.18512
H -2.59708 0.32980 -0.11878

Summary:
* SMILES: O=C(O)/C=N\O
* highest occupied orbital energy: -10.6 eV
* HOMO-LUMO gap: 10.51 eV
* DFT total energy: -358.38401 a.u.

=====

An isolated molecule of C4H4O2 at a distorted geometry. Source: OMol25; level of theory: ωB97M-V with the def2-TZVPD basis set.

Atoms and positions in Å:
C 2.85189 -0.35801 -0.38670
C 1.59230 -0.50592 -0.16168
C 0.32049 -0.24509 0.42937
O 0.19518 -0.26452 1.60605
O -0.70951 -0.15778 -0.60973
C -1.90098 0.46961 -0.13450
H 3.98291 -0.52070 -0.57828
H -2.08432 1.36085 -0.76691
H -1.56696 0.54345 0.93498
H -2.68100 -0.32189 -0.33259

Summary:
* SMILES: C#CC(=O)OC
* highest occupied orbital energy: -10.6 eV
* HOMO-LUMO gap: 10.59 eV
* DFT total energy: -305.17196 a.u.

=====

A cluster of 8 separate species, C16H48O8 in total at a distorted geometry. Source: OMol25; level of theory: ωB97M-V with the def2-TZVPD basis set.

Atoms and positions in Å:
C -5.65262 16.60696 19.65750
C -5.60285 16.60068 21.19831
C -4.25217 16.27439 21.70123
O -5.84091 17.91728 21.59273
H -6.62174 16.44785 19.18465
H -5.09618 15.77806 19.22001
H -5.10430 17.47080 19.28172
H -6.27090 15.86173 21.64079
H -3.96192 15.25685 21.43958
H -4.21104 16.25109 22.79022
H -3.46620 16.90840 21.29090
H -5.68973 17.98394 22.53840
C -5.79433 23.49056 22.54828
C -5.84967 23.93914 21.06766
C -5.03816 23.01046 20.19469
O -7.20120 23.81782 20.68773
H -6.24097 22.52293 22.77702
H -6.37224 24.17970 23.16407
H -4.79568 23.49799 22.98502
H -5.45530 24.95430 21.02245
H -5.11588 21.94282 20.40016
H -3.97206 23.22601 20.26580
H -5.29251 23.18419 19.14911
H -7.35785 22.88137 20.54589
C -10.78536 12.42484 22.95045
C -9.88382 11.21516 22.80190
C -8.55454 11.47339 23.50653
O -10.52508 10.21540 23.54860
H -10.45807 13.29352 22.37915
H -10.90786 12.66456 24.00668
H -11.78052 12.19539 22.56953
H -9.74473 10.94015 21.75637
H -7.96721 12.23438 22.99268
H -7.98894 10.54167 23.49712
H -8.66898 11.95229 24.47898
H -9.92398 9.46987 23.61524
C -8.47897 19.31418 25.83851
C -7.76755 18.08102 26.36116
C -8.50825 16.77744 25.83304
O -6.50635 18.04168 25.77038
H -7.90265 20.20409 26.09156
H -9.45629 19.36036 26.31894
H -8.77404 19.37115 24.79076
H -7.65630 17.98931 27.44158
H -9.46483 16.63981 26.33715
H -7.88445 15.88978 25.93805
H -8.76871 16.83692 24.77628
H -6.04078 18.76823 26.19107
C -8.95605 25.58543 27.56813
O -8.27689 25.62878 28.81638
H -8.24213 25.83917 26.78453
H -9.44612 24.62900 27.38601
H -9.73791 26.33712 27.67656
H -7.42631 26.03948 28.64483
C -4.64841 21.73914 28.85054
O -4.29599 21.24317 27.58065
H -3.75405 21.57764 29.45233
H -4.61307 22.82743 28.80087
H -5.52782 21.37035 29.37849
H -3.50192 21.63585 27.21073
C -11.50205 23.14710 22.74774
O -12.60651 23.17809 23.62479
H -11.43427 24.04346 22.13126
H -10.56706 23.06637 23.30216
H -11.58804 22.23965 22.15004
H -12.79808 24.05972 23.95283
C -14.59649 17.02453 28.53154
O -15.72850 17.83366 28.26608
H -14.16773 16.55773 27.64478
H -13.79943 17.59166 29.01233
H -14.84067 16.28953 29.29852
H -15.47507 18.51836 27.64273

Summary:
* SMILES: CC(C)O.CC(C)O.CC(C)O.CC(C)O.CO.CO.CO.CO
* highest occupied orbital energy: -10.1 eV
* HOMO-LUMO gap: 10.39 eV
* DFT total energy: -1240.15873 a.u.

=====

A structure of composition C7H14BaOPS at a distorted geometry. Source: OMol25; level of theory: ωB97M-V with the def2-TZVPD basis set.

Atoms and positions in Å:
C 0.39381 -0.02992 -3.47916
C -0.82656 -0.75908 -3.57052
C -0.59859 -2.06159 -3.03191
C 0.79128 -2.18889 -2.74557
C 1.39991 -0.91824 -2.96576
Ba 0.84478 0.61390 0.93808
P -0.68095 2.80949 -0.71392
H 0.54903 1.00441 -3.77846
H -1.76784 -0.38574 -3.96634
H -1.35267 -2.83240 -2.89424
H 2.45482 -0.67584 -2.83634
H 1.29728 -3.08696 -2.39730
H -1.73002 3.30880 0.14226
H -1.18543 3.44348 -1.89316
H 0.25160 3.87235 -0.39666
C 0.89817 -1.29854 3.38461
S -0.85082 -0.77656 3.14263
C -0.65929 0.97730 3.66481
O -0.98969 -0.67439 1.58898
H 0.94042 -1.69830 4.40602
H 1.62896 -0.46036 3.30552
H 1.12090 -2.11421 2.67851
H 0.39086 1.33752 3.62354
H -1.34473 1.60981 3.07903
H -0.97524 0.98396 4.71535

Summary:
* highest occupied orbital energy (alpha / beta): -1.0 / -1.0 eV
* charge: -1
* HOMO-LUMO gap (alpha / beta): 3.01 / 3.01 eV
* DFT total energy: -1115.18160 a.u.

=====

An isolated molecule of C6H9NO2S2 at a distorted geometry. Source: OMol25; level of theory: ωB97M-V with the def2-TZVPD basis set.

Atoms and positions in Å:
C 1.40900 2.22335 0.82551
S 1.36539 1.53768 -0.81133
N 1.29406 -0.14179 -0.88267
C 2.50664 -0.87078 -0.25507
O 3.68672 -0.59161 -0.11097
C 1.57056 -2.16518 -0.13819
C 0.40559 -1.25064 -0.43026
S -0.85103 -0.72958 0.79203
C -2.19122 -0.17724 -0.47945
C -3.46737 0.33686 0.10671
O -1.88218 0.04051 -1.71526
H 2.31314 1.83943 1.37526
H 0.64569 2.29370 1.63188
H 1.67741 3.25715 0.53790
H 1.71932 -2.81502 -0.91887
H 1.70101 -2.54830 0.93873
H -0.32794 -1.69777 -1.20567
H -3.54070 1.36575 -0.16550
H -4.38601 -0.29780 -0.43283
H -3.64810 0.39130 1.33803

Summary:
* SMILES: CSN1C(=O)C[C@H]1SC(C)=O
* highest occupied orbital energy: -8.8 eV
* HOMO-LUMO gap: 9.00 eV
* DFT total energy: -1235.52211 a.u.

=====

The ion C36H30NS with charge +1 at a distorted geometry. Source: OMol25; level of theory: ωB97M-V with the def2-TZVPD basis set.

Atoms and positions in Å:
C -1.16482 -0.86662 3.35284
N -1.58575 -1.01741 1.94356
C -2.95058 -1.11315 1.59584
C -3.10519 -1.49722 0.27557
C -4.39302 -1.60961 -0.27174
C -5.49770 -1.48262 0.60779
C -5.30419 -1.17848 1.95467
C -4.01460 -0.93558 2.47862
S -1.56490 -1.76255 -0.54949
C -0.75458 -1.30174 0.90625
C 0.69858 -1.26243 1.03159
C 1.32880 -2.60843 0.68920
C 0.71568 -3.68210 0.06020
C 1.47600 -4.82073 -0.28904
C 2.86656 -4.81704 -0.11185
C 3.46550 -3.79060 0.66095
C 2.65860 -2.74255 1.09896
H -0.31019 -1.53088 3.59414
H -0.90527 0.16996 3.60189
H -2.00929 -1.18269 3.97319
H -4.49176 -1.78614 -1.33879
H -6.50467 -1.62843 0.21584
H -6.15958 -1.11057 2.63617
H -3.83387 -0.63174 3.50732
H 1.05179 -0.81389 1.93854
H -0.36600 -3.68955 -0.17102
H 0.99266 -5.71146 -0.71118
H 3.49893 -5.63025 -0.50813
H 4.54550 -3.80823 0.88329
H 3.10349 -1.96542 1.75267
C -2.14289 5.50145 0.62234
C -1.55999 4.61420 1.53600
C -0.95699 3.41960 1.10485
C -0.86407 3.11570 -0.26114
C -0.13463 1.92186 -0.71073
C 0.74633 1.31121 0.09646
C 1.39660 0.00852 -0.07019
C 2.91163 0.09896 0.06854
C 3.72041 -0.62453 -0.81819
C 5.09520 -0.73148 -0.58288
C 5.65703 -0.11349 0.54925
C 4.86112 0.69518 1.36782
C 3.49091 0.82460 1.10701
C -0.37269 1.47001 -2.11394
C 0.67696 1.13876 -2.97458
C 0.40474 0.74732 -4.30036
C -0.90975 0.71433 -4.78050
C -1.96144 1.08921 -3.93739
C -1.68709 1.43975 -2.60734
C -1.43570 4.02713 -1.17759
C -2.10817 5.17552 -0.73737
H -2.63389 6.40284 0.95176
H -1.58489 4.85567 2.61099
H -0.55101 2.72702 1.85132
H 1.13071 1.87855 0.95259
H 1.04652 -0.58471 -0.92344
H 3.27943 -1.08226 -1.70776
H 5.70849 -1.32163 -1.26208
H 6.72426 -0.27262 0.77977
H 5.30882 1.21983 2.22016
H 2.91521 1.52284 1.71908
H 1.71521 1.24627 -2.63918
H 1.23327 0.46331 -4.96448
H -1.12595 0.38271 -5.79014
H -3.00581 1.10565 -4.29178
H -2.52252 1.74306 -1.95174
H -1.35342 3.85566 -2.25623
H -2.59808 5.82216 -1.48677

Summary:
* highest occupied orbital energy: -10.6 eV
* charge: +1
* HOMO-LUMO gap: 6.96 eV
* DFT total energy: -1842.52204 a.u.